(i)
Formula: C6H9IN
Source: the OMol25 dataset
Level of theory: ωB97M-V/def2-TZVPD

Summary:
E_HOMO ... -12.64 eV
Net charge ... +1
Gap between HOMO and LUMO ... 7.03 eV
SMILES string ... C=[N+]=C/C(=C/C)CI

Each line ends with the Löwdin charge.
Element x y z (Å)
C: -1.428 -2.675 -1.489  0.13
N: -0.635 -1.731 -1.243  0.12
C: -0.240 -0.504 -1.337  0.00
C: 0.166 0.250 -0.237  -0.32
C: -0.123 0.102 1.106  -0.01
C: 0.332 0.912 2.198  -0.04
C: 0.772 1.604 -0.481  -0.58
I: 2.903 1.441 -0.906  0.79
H: -1.263 -3.816 -1.590  0.14
H: -2.546 -2.664 -1.539  0.13
H: -0.019 -0.010 -2.261  0.16
H: -0.648 -0.758 1.248  0.09
H: -0.220 0.745 3.242  0.16
H: 0.400 1.896 1.960  0.04
H: 1.303 0.636 2.480  0.10
H: 0.796 2.337 0.259  -0.01
H: 0.450 2.234 -1.410  0.09

(ii)
Formula: C6H9IN
Source: the OMol25 dataset
Level of theory: ωB97M-V/def2-TZVPD

Summary:
E_HOMO ... -12.67 eV
Net charge ... +1
Gap between HOMO and LUMO ... 6.84 eV

Each line ends with the Löwdin charge.
Element x y z (Å)
C: 0.996 -0.273 0.095  -0.29
C: 0.772 -1.468 0.693  0.04
C: -0.291 0.332 0.298  -0.09
C: 2.437 0.134 -0.775  -0.52
C: 2.425 1.357 -1.463  -0.12
C: -1.643 -1.837 0.932  0.01
N: -0.537 -0.861 1.201  -0.15
I: 4.153 -1.063 -0.396  1.04
H: -0.248 1.285 0.695  0.10
H: -1.133 0.209 -0.501  0.17
H: 2.515 2.183 -0.584  0.21
H: 1.568 1.695 -1.858  0.06
H: 3.319 1.325 -2.019  0.07
H: -2.576 -1.431 1.171  0.08
H: -1.531 -2.209 -0.118  0.13
H: -1.501 -2.576 1.653  0.08
H: -0.347 -0.716 2.181  0.17

(iii)
Formula: C6H9IN
Source: the OMol25 dataset
Level of theory: ωB97M-V/def2-TZVPD

Summary:
E_HOMO (alpha / beta) ... -12.38 / -12.38 eV
Net charge ... +1
Gap between HOMO and LUMO (alpha / beta) ... 6.94 / 6.94 eV

Each line ends with the Löwdin charge.
Element x y z (Å)
C: 0.820 -0.462 0.514  -0.43
C: 0.599 -1.809 0.129  0.17
C: -0.674 -0.197 0.818  -0.09
C: 1.930 0.362 0.410  -0.57
C: 1.107 2.842 -0.141  0.23
C: -1.537 -1.662 -0.979  -0.04
N: -0.902 -1.537 0.270  -0.21
I: 3.912 0.020 0.392  1.03
H: -0.977 -0.077 1.899  0.15
H: -1.061 0.757 0.206  0.16
H: 1.219 3.518 0.755  0.06
H: 0.192 2.532 -0.532  -0.02
H: 1.972 2.750 -0.798  0.01
H: -1.528 -2.663 -1.312  0.09
H: -2.637 -1.310 -0.882  0.15
H: -1.068 -0.963 -1.698  0.12
H: -1.368 -2.099 0.948  0.17

So which one is most stable? That would be (i), about 3.537 eV below the next structure.